# 1
ORCA calculation (the ωB97M-V functional and the def2-TZVPD basis) on a structure of composition C33H35N2O3TeTi.

Properties
E_HOMO (spin up / spin down) = -2.281 / -4.349 eV
HOMO-LUMO gap (spin up / spin down) = 0.1806 / 0.2562 Eh
⟨S²⟩ = 2.0488
largest force on an atom = 0.0575 hartree/bohr
2S+1 = 3
charge = -1
calculated total energy = -74323.5230 eV
lowest unoccupied orbital energy (spin up / spin down) = 2.6 / 2.6 eV

Last column: Löwdin spin population.
Geometry (Å):
1 Ti 0.5049 0.5467 0.1175  0.94
2 C -3.6473 -0.5375 0.9065  0.00
3 O -3.1757 -1.1131 2.1225  -0.01
4 C -2.3715 -0.3156 2.9114  0.00
5 C -2.6909 -0.2468 4.2596  0.10
6 C -1.9040 0.5131 5.1235  0.00
7 C -0.8193 1.2078 4.6365  0.07
8 C -0.4600 1.1537 3.2735  0.04
9 C 0.6723 1.8737 2.8021  0.25
10 N 1.0937 1.8327 1.5352  0.11
11 N 2.1558 2.6082 1.1907  -0.04
12 C 2.5011 2.3638 -0.0507  0.12
13 O 1.8543 1.4305 -0.7325  0.01
14 C 3.5848 3.0928 -0.6963  0.01
15 C 4.4928 3.8682 0.0348  0.03
16 C 5.5273 4.5220 -0.6087  0.00
17 C 5.6799 4.4232 -1.9876  0.03
18 C 4.7813 3.6579 -2.7210  0.00
19 C 3.7466 2.9959 -2.0848  0.03
20 C -1.2527 0.3481 2.3941  0.08
21 O -0.9176 0.2273 1.1145  0.02
22 H -4.5559 -1.0777 0.6396  0.00
23 H -2.9256 -0.6298 0.0949  0.00
24 H -3.8850 0.5210 1.0434  0.00
25 H -3.5583 -0.7912 4.6100  0.01
26 H -2.1577 0.5626 6.1756  0.00
27 H -0.2125 1.8082 5.3058  0.00
28 H 1.2223 2.5110 3.4902  0.02
29 H 4.3638 3.9397 1.1066  0.00
30 H 6.2330 5.1119 -0.0352  0.00
31 H 6.4931 4.9397 -2.4831  0.00
32 H 4.8933 3.5787 -3.7958  0.00
33 H 3.0360 2.3987 -2.6421  0.00
34 C 2.1779 -1.2082 4.4543  0.01
35 C 2.0080 -1.3244 2.9672  0.04
36 C 2.9729 -0.8306 2.0946  0.01
37 C 2.8284 -0.9235 0.7186  0.02
38 C 3.9551 -0.5809 -0.2149  0.00
39 C 1.6190 -1.4394 0.1853  0.03
40 C 0.7028 -2.0725 1.0682  0.02
41 C -0.4503 -2.8252 0.4704  0.00
42 C 0.8958 -1.9795 2.4329  0.01
43 H 2.5317 -2.1492 4.8832  0.00
44 H 1.2279 -0.9550 4.9281  0.00
45 H 2.9015 -0.4307 4.6994  0.00
46 H 3.8719 -0.3799 2.5032  0.00
47 H 3.5798 -0.1034 -1.1174  0.00
48 H 4.4772 -1.4964 -0.5068  0.00
49 H 4.6747 0.0864 0.2606  0.00
50 H 1.6163 -1.7456 -0.8570  0.01
51 H -1.0436 -2.1715 -0.1741  0.00
52 H -1.1061 -3.2268 1.2426  0.00
53 H -0.0864 -3.6494 -0.1472  0.00
54 H 0.1684 -2.4202 3.1071  0.00
55 C -5.6228 -2.6388 -4.2593  0.00
56 C -4.4019 -1.9045 -3.7691  0.00
57 C -4.4880 -0.6334 -3.2218  0.00
58 C -3.3589 0.0615 -2.7982  0.00
59 C -3.5434 1.4408 -2.2215  0.00
60 C -2.0836 -0.5144 -2.9285  0.01
61 Te -0.3293 0.6399 -2.4506  0.02
62 C -1.9941 -1.8185 -3.4408  0.00
63 C -0.6909 -2.5737 -3.5553  0.00
64 C -3.1447 -2.4842 -3.8546  0.00
65 H -6.5227 -2.0405 -4.1167  0.00
66 H -5.7516 -3.5841 -3.7274  0.00
67 H -5.5310 -2.8718 -5.3223  0.00
68 H -5.4630 -0.1636 -3.1283  0.00
69 H -4.5907 1.6187 -1.9670  0.00
70 H -3.2273 2.1968 -2.9438  0.00
71 H -2.9346 1.5780 -1.3288  0.00
72 H 0.1595 -1.9090 -3.4253  0.00
73 H -0.6114 -3.0527 -4.5337  0.00
74 H -0.6421 -3.3576 -2.7946  0.00
75 H -3.0528 -3.4882 -4.2614  0.00

Forces on atoms 1 to 6 (eV/Å):
-0.4 -1.4 -1.3
0.0 0.0 -0.1
0.1 0.1 0.0
0.0 -0.1 -0.2
-0.1 0.0 0.1
0.0 0.0 0.0

# 2
ORCA calculation (the ωB97M-V functional and the def2-TZVPD basis) on a structure of composition C33H35N3O7RbSTe.

Properties
E_HOMO = -4.710 eV
HOMO-LUMO gap = 0.2393 Eh
largest force on an atom = 0.0091 hartree/bohr
charge = -1
calculated total energy = -72379.2205 eV
lowest unoccupied orbital energy = 1.8 eV

Last column: Löwdin charge in e.
Geometry (Å):
1 Rb 0.1095 0.1765 -0.5749  0.98
2 O -3.3605 0.8701 -2.9628  -0.01
3 C -2.8019 0.2857 -2.0274  -0.66
4 O -2.3443 0.7991 -0.9598  -0.26
5 C -2.8031 -1.2801 -2.0636  -0.10
6 C -3.0694 -1.8626 -0.6541  -0.27
7 C -3.7820 -3.2154 -0.8107  -0.11
8 C -2.6106 -4.1115 -1.2862  -0.11
9 C -1.4479 -3.1071 -1.2913  -0.28
10 O -1.7708 -2.2576 -0.1764  -0.10
11 C -1.5689 -2.1580 -2.4994  -0.10
12 C -0.1897 -1.5330 -2.8847  -0.76
13 O 0.8170 -2.2817 -2.7203  -0.15
14 O -0.1714 -0.3502 -3.2673  -0.12
15 H -3.6567 -1.5033 -2.7051  0.13
16 H -3.5087 -1.1586 0.0470  0.14
17 H -4.6009 -3.1590 -1.5277  0.11
18 H -4.1864 -3.5593 0.1432  0.10
19 H -2.7721 -4.5561 -2.2685  0.11
20 H -2.4163 -4.9169 -0.5759  0.10
21 H -0.4509 -3.5209 -1.1740  0.15
22 H -1.8450 -2.7366 -3.3855  0.15
23 C 3.9616 0.8886 3.1657  -0.01
24 N 2.5516 0.5759 3.3483  -0.04
25 C 2.0823 0.0741 4.5151  -0.06
26 C 0.7870 -0.2612 4.6648  -0.01
27 C -0.0718 -0.0649 3.5271  -0.37
28 N 0.3870 0.3982 2.3789  0.14
29 C 1.6935 0.7249 2.2374  -0.53
30 O 2.1796 1.1199 1.1820  -0.07
31 N -1.3702 -0.3589 3.6238  0.19
32 H 4.4167 1.0578 4.1401  0.09
33 H 4.0504 1.7843 2.5572  0.09
34 H 4.4816 0.0777 2.6535  0.09
35 H 2.8103 -0.0329 5.3087  0.13
36 H 0.4140 -0.6539 5.5984  0.10
37 H -1.7407 -0.7044 4.4893  0.11
38 H -2.0299 -0.1476 2.8692  0.06
39 Te 3.2862 -0.6364 -2.4242  1.44
40 C 3.4872 -2.2062 -1.0201  -0.50
41 C 3.5900 -1.9099 0.3383  -0.13
42 C 3.6902 -2.9270 1.2767  -0.10
43 C 3.6683 -4.2543 0.8678  -0.11
44 C 3.5414 -4.5525 -0.4809  -0.09
45 C 3.4515 -3.5343 -1.4224  -0.13
46 C 5.0714 0.3639 -1.7925  -0.52
47 C 5.0719 1.1819 -0.6612  -0.14
48 C 6.2299 1.8397 -0.2643  -0.10
49 C 7.4004 1.7043 -0.9979  -0.11
50 C 7.4058 0.9107 -2.1361  -0.11
51 C 6.2496 0.2468 -2.5273  -0.15
52 H 3.5753 -0.8756 0.6591  0.06
53 H 3.7681 -2.6852 2.3314  0.09
54 H 3.7359 -5.0520 1.5975  0.09
55 H 3.5054 -5.5852 -0.8057  0.10
56 H 3.3303 -3.7725 -2.4707  0.10
57 H 4.1546 1.3182 -0.0999  0.07
58 H 6.2151 2.4725 0.6162  0.09
59 H 8.3013 2.2207 -0.6894  0.09
60 H 8.3128 0.8040 -2.7192  0.09
61 H 6.2640 -0.3808 -3.4103  0.08
62 C -5.9221 4.2178 -3.0987  -0.05
63 C -5.2403 3.7608 -1.8395  -0.27
64 C -4.1748 4.4721 -1.3038  -0.04
65 C -3.4738 3.9836 -0.2109  -0.08
66 C -3.8638 2.7871 0.3586  -0.41
67 C -4.9361 2.0709 -0.1406  -0.06
68 C -5.6174 2.5637 -1.2360  -0.03
69 S -2.8476 2.0661 1.6321  0.93
70 C -3.3463 3.1721 2.9752  -0.24
71 O -3.4485 0.7475 2.0292  -0.53
72 H -5.6248 5.2323 -3.3652  0.07
73 H -7.0086 4.1932 -2.9982  0.07
74 H -5.6459 3.5553 -3.9214  0.09
75 H -3.8556 5.3938 -1.7761  0.11
76 H -2.5968 4.5093 0.1514  0.11
77 H -5.1714 1.1091 0.2960  0.11
78 H -6.4208 1.9806 -1.6701  0.12
79 H -4.4175 3.0946 3.1507  0.06
80 H -3.0767 4.1945 2.7079  0.05
81 H -2.7897 2.8637 3.8602  0.04

Forces on atoms 1 to 6 (eV/Å):
0.4 0.0 0.2
0.0 0.0 0.0
0.0 -0.3 0.1
-0.2 0.2 -0.1
-0.1 0.1 0.1
-0.1 0.0 -0.2

# 3
ORCA calculation (the ωB97M-V functional and the def2-TZVPD basis) on a structure of composition C33H36BCdFN11O3Se.

Properties
E_HOMO = -9.070 eV
HOMO-LUMO gap = 0.2185 Eh
largest force on an atom = 0.0061 hartree/bohr
charge = +1
calculated total energy = -130642.1774 eV
lowest unoccupied orbital energy = -3.1 eV

Last column: Löwdin charge in e.
Geometry (Å):
1 Cd -0.0064 -2.2487 -1.3062  1.30
2 C -0.5958 -2.2028 3.1849  -0.06
3 C 0.2472 -2.1564 2.0716  -0.17
4 N -0.4540 -2.3233 0.9550  -0.06
5 N -1.7457 -2.4738 1.3152  -0.03
6 C -1.8546 -2.4029 2.6506  -0.08
7 B -2.8854 -2.6646 0.2709  -0.52
8 N -2.6350 -3.9377 -0.5579  -0.04
9 C -3.4682 -4.9775 -0.7443  -0.08
10 C -2.8870 -5.8458 -1.6430  -0.05
11 C -1.6693 -5.2376 -1.9685  -0.16
12 N -1.5254 -4.0957 -1.3092  -0.04
13 N -2.9556 -1.4411 -0.6756  -0.04
14 C -3.8604 -0.4500 -0.6560  -0.08
15 C -3.5539 0.4445 -1.6617  -0.07
16 C -2.4137 -0.0960 -2.2636  -0.16
17 N -2.0667 -1.2297 -1.6710  -0.03
18 H -0.3300 -2.1024 4.2222  0.09
19 H 1.3146 -2.0100 2.0154  0.12
20 H -2.8177 -2.4974 3.1239  0.12
21 H -3.9233 -2.7654 0.8665  0.12
22 H -4.4101 -5.0223 -0.2239  0.12
23 H -3.2836 -6.7765 -2.0086  0.09
24 H -0.8902 -5.5688 -2.6380  0.10
25 H -4.6671 -0.4633 0.0577  0.12
26 H -4.0919 1.3347 -1.9367  0.09
27 H -1.8289 0.2760 -3.0897  0.11
28 C 3.9195 4.8396 -2.5399  -0.06
29 C 4.1439 4.0331 -1.2695  -0.19
30 N 3.0409 3.1207 -0.9741  -0.04
31 C 3.1340 1.8210 -1.3886  0.03
32 C 2.1698 0.8900 -1.2478  -0.04
33 C 2.3828 -0.5014 -1.8125  -0.68
34 O 3.4849 -1.0163 -1.7029  0.01
35 O 1.3541 -0.9620 -2.4268  -0.21
36 C 0.9585 1.2168 -0.5341  -0.32
37 O 0.0954 0.4089 -0.2116  0.01
38 C 0.8369 2.6416 -0.1483  -0.04
39 C -0.3536 3.0642 0.4439  0.09
40 C -0.5039 4.3756 0.7878  -0.20
41 F -1.6780 4.8132 1.3115  0.06
42 C 0.5170 5.3084 0.5900  -0.18
43 C 1.6940 4.8967 0.0020  0.07
44 C 1.8725 3.5587 -0.3859  -0.12
45 N 0.3657 6.6895 0.9427  -0.10
46 C -0.0942 6.9738 2.2893  -0.15
47 C 0.2256 8.4170 2.6219  -0.08
48 N -0.4707 9.2982 1.6129  0.06
49 C -0.0771 8.9531 0.1982  -0.08
50 C -0.3501 7.4815 -0.0407  -0.14
51 H 4.7677 5.4991 -2.7239  0.08
52 H 3.0173 5.4491 -2.4734  0.06
53 H 3.8117 4.1750 -3.3970  0.08
54 H 4.3072 4.6795 -0.4064  0.11
55 H 5.0396 3.4220 -1.3650  0.12
56 H 4.0732 1.5489 -1.8545  0.15
57 H -1.1433 2.3381 0.5948  0.14
58 H 2.4709 5.6346 -0.1374  0.11
59 H 0.4223 6.3280 2.9979  0.15
60 H -1.1729 6.8023 2.4198  0.13
61 H 1.2906 8.6218 2.5327  0.14
62 H -0.1307 8.7035 3.6094  0.14
63 H -0.2739 10.2807 1.8036  0.18
64 H -1.4810 9.1729 1.7138  0.18
65 H 0.9852 9.1729 0.1109  0.14
66 H -0.6478 9.5951 -0.4699  0.14
67 H -0.0027 7.2255 -1.0403  0.15
68 H -1.4376 7.2954 -0.0137  0.14
69 C 1.8561 -7.4139 -1.9081  -0.02
70 N 1.2515 -6.7862 -0.7502  -0.07
71 C 1.2970 -5.4678 -0.4489  -0.75
72 Se 2.1003 -4.1154 -1.4236  0.66
73 N 0.6176 -5.3032 0.7025  0.13
74 C 0.0843 -6.5053 1.1348  -0.17
75 C -0.7126 -6.8377 2.2169  0.00
76 C -1.0712 -8.1703 2.3418  -0.08
77 C -0.6463 -9.1313 1.4195  -0.08
78 C 0.1501 -8.7936 0.3359  0.00
79 C 0.5027 -7.4598 0.2125  -0.16
80 H 2.2947 -6.6371 -2.5279  0.04
81 H 1.0950 -7.9485 -2.4764  0.10
82 H 2.6325 -8.1114 -1.5949  0.10
83 H 0.4479 -4.3860 1.0931  0.10
84 H -1.0408 -6.0903 2.9269  0.11
85 H -1.6936 -8.4751 3.1720  0.10
86 H -0.9469 -10.1613 1.5537  0.11
87 H 0.4763 -9.5374 -0.3783  0.11

Forces on atoms 1 to 6 (eV/Å):
0.2 0.0 -0.1
0.0 0.0 0.0
0.0 0.0 0.0
-0.2 -0.1 0.0
0.1 0.0 0.0
0.0 0.0 0.0